[1]
Entry from OMol25: a structure of composition C48H40GeN11O6PRuS at a distorted geometry (ωB97M-V with the def2-TZVPD basis set).

XYZ file:
```
109
Properties=species:S:1:pos:R:3
Ru 6.31596 -19.67916 -16.40685
S 8.91565 -17.42424 -23.09169
N 7.45465 -18.05565 -22.69937
C 7.45714 -18.30278 -21.38235
C 6.43207 -18.96254 -20.65519
C 5.20396 -19.43031 -21.16604
C 4.30576 -20.03063 -20.29516
C 4.55512 -20.09254 -18.97270
N 5.78749 -19.69042 -18.45144
C 6.67030 -19.13206 -19.28584
C 7.96129 -18.83860 -18.68371
N 8.09682 -19.14499 -17.35076
C 9.26269 -18.85616 -16.73758
C 10.30812 -18.27801 -17.40281
C 10.17303 -17.89872 -18.72279
C 8.96966 -18.19771 -19.37842
C 8.69639 -17.88637 -20.77181
N 9.58457 -17.35822 -21.61919
H 5.03682 -19.38366 -22.23586
H 3.33291 -20.44139 -20.62460
H 3.90257 -20.52772 -18.23363
H 9.36580 -19.16881 -15.71469
H 11.24690 -18.10067 -16.87225
H 10.99596 -17.38089 -19.20859
O 1.15718 -15.16964 -17.43392
C 0.91503 -16.36905 -17.59502
O -0.10981 -16.95399 -17.93175
C 2.05221 -17.22702 -17.16434
C 1.97519 -18.53366 -16.63643
C 3.10020 -19.20275 -16.13290
N 4.37894 -18.70259 -16.25776
C 4.45568 -17.39631 -16.66795
C 3.37165 -16.66370 -17.19047
C 5.82419 -16.79905 -16.63837
O 6.10543 -15.68640 -17.03423
O 6.63607 -17.67309 -16.00593
H 1.07195 -19.16624 -16.56539
H 3.00012 -20.13943 -15.59428
H 3.51991 -15.68387 -17.61852
O 5.70737 -18.89497 -12.05907
C 4.52749 -18.74985 -12.54801
O 3.86505 -19.60299 -13.17284
C 3.78103 -17.44965 -12.28041
C 4.38027 -16.21117 -13.01490
Ge 5.98107 -15.26056 -12.31113
C 7.76759 -16.04259 -12.47590
C 8.20992 -16.78903 -11.39328
C 9.58988 -17.06032 -11.35862
C 10.46720 -16.64504 -12.35525
C 9.94820 -15.94328 -13.46063
C 8.59595 -15.65548 -13.53180
C 6.21900 -13.63555 -13.37579
C 7.19839 -12.74740 -12.90211
C 7.28785 -11.49076 -13.47739
C 6.43939 -11.13942 -14.54072
C 5.60455 -12.09653 -15.07968
C 5.53875 -13.36036 -14.56017
C 5.26279 -14.65660 -10.58236
C 3.91607 -14.45033 -10.37439
C 3.42508 -14.41809 -9.06584
C 4.29113 -14.41789 -7.98810
C 5.64821 -14.42587 -8.23784
C 6.16979 -14.58108 -9.51889
H 3.80914 -17.26996 -11.20703
H 2.71312 -17.52078 -12.53887
H 3.59525 -15.43627 -13.08901
H 4.73137 -16.47140 -14.00464
H 7.55075 -17.23866 -10.66157
H 9.99880 -17.63497 -10.51911
H 11.52311 -16.93012 -12.38296
H 10.62064 -15.58347 -14.23916
H 8.15959 -15.20936 -14.40664
H 7.90859 -13.08313 -12.14055
H 7.95445 -10.75848 -13.03550
H 6.52880 -10.14136 -14.98638
H 4.96558 -11.87339 -15.94700
H 5.00878 -14.16340 -15.07224
H 3.24062 -14.44657 -11.22520
H 2.33449 -14.46539 -8.94490
H 3.95396 -14.39610 -6.97159
H 6.37058 -14.37304 -7.40725
H 7.22496 -14.67846 -9.66123
C 8.32222 -23.37366 -13.40139
N 7.23162 -22.59762 -12.81745
C 7.72941 -21.58916 -11.91571
N 8.69160 -20.68499 -12.57996
C 9.75727 -21.43910 -13.23050
N 9.30396 -22.54864 -14.09699
C 8.69567 -22.03161 -15.34081
P 7.33382 -20.86927 -14.88693
C 6.34808 -22.08489 -13.83569
C 7.98356 -19.82187 -13.49240
H 7.94060 -24.12842 -14.10328
H 8.85664 -23.80282 -12.54845
H 8.19301 -22.04659 -11.04437
H 6.87577 -21.03314 -11.58707
H 10.39561 -21.86051 -12.42647
H 10.36009 -20.73354 -13.84353
H 8.32871 -22.80574 -16.01346
H 9.45708 -21.48116 -15.90742
H 5.91084 -22.86073 -14.45953
H 5.50265 -21.51839 -13.36354
H 7.08145 -19.42679 -12.96347
H 8.57758 -18.93445 -13.78494
N 5.39631 -21.70234 -16.72645
C 5.06625 -22.81070 -16.94018
N 4.71193 -24.01743 -17.23403
C 5.25170 -24.97433 -16.49928
N 5.64962 -25.91093 -15.91203
```

Energy above the lowest of the compared OMol25 structures with the same formula, charge and spin   0.0 kJ/mol
Total charge   -1
Frontier orbital gap (alpha / beta)   4.556 / 3.904 eV
2S+1   6

Löwdin atomic charge list, values in e, 99 entries: 1.150, 0.950, -0.223, -0.286, -0.108, 0.001, -0.086, -0.106, -0.037, -0.172, -0.148, -0.054, -0.142, -0.085, -0.011, -0.107, -0.279, -0.237, 0.110, 0.116, 0.082, 0.068, 0.104, 0.113, 0.045, -0.629, 0.271, -0.148, -0.046, -0.175, -0.076, -0.231, 0.070, -0.565, 0.067, -0.214, 0.108, 0.088, 0.122, -0.005, -0.520, 0.267, -0.117, -0.222, 1.040, -0.273, -0.123, -0.099, -0.093, -0.081, -0.098, -0.276, -0.118, -0.095, -0.095, -0.101, -0.097, -0.264, -0.109, -0.086, -0.105, -0.101, -0.102, 0.115, 0.123, 0.077, 0.048, 0.102, 0.101, 0.100, 0.103, 0.106, 0.105, 0.094, 0.101, 0.115, 0.098, 0.099, 0.107, 0.094, 0.107, 0.086, -0.181, -0.158, -0.173, -0.145, -0.182, -0.147, -0.272, 0.898, -0.260, -0.296, 0.131, 0.124, 0.127, 0.106, 0.128, 0.131, 0.095


[2]
Entry from OMol25: a structure of composition C48H41Br2CaN13O6S2 at a distorted geometry (ωB97M-V with the def2-TZVPD basis set).

XYZ file:
```
113
Properties=species:S:1:pos:R:3
Ca -0.34912 0.33331 -0.03484
C 4.61868 0.20660 2.44267
N 3.20312 0.45895 2.32166
C 2.30879 -0.16481 1.54582
N 1.13178 0.40118 1.68622
C 1.35837 1.40294 2.55971
N 2.60111 1.45665 2.97337
C 5.28872 0.40960 1.10728
C 5.72011 1.67562 0.73437
C 6.30000 1.88637 -0.50534
C 6.41655 0.84294 -1.40256
C 5.93717 -0.42011 -1.05585
C 5.39927 -0.64136 0.21066
C 5.88246 -1.44007 -2.08021
N 6.50957 -1.44191 -3.22045
N 6.07104 -2.49637 -3.91680
C 5.18402 -3.10531 -3.18412
O 5.02222 -2.48325 -1.99083
C 4.35334 -4.22356 -3.56763
C 4.56958 -4.88309 -4.77566
C 3.68604 -5.87003 -5.16602
C 2.57989 -6.17803 -4.38790
C 2.36250 -5.53048 -3.17819
C 1.15031 -5.83838 -2.32210
N 0.80613 -4.70601 -1.50641
C 0.37376 -3.48781 -1.89616
N 0.42040 -2.64997 -0.89073
C 0.90353 -3.39992 0.12189
N 1.15372 -4.64270 -0.21577
C 3.26883 -4.56735 -2.76555
H 4.76975 -0.81927 2.79510
H 4.99529 0.91095 3.18762
H 2.52571 -1.00938 0.92373
H 0.59593 2.08584 2.87616
H 5.58336 2.49456 1.42259
H 6.64950 2.87017 -0.77964
H 6.83796 0.98306 -2.38561
H 5.06639 -1.63323 0.48197
H 5.41803 -4.60887 -5.38186
H 3.83785 -6.38312 -6.10224
H 1.87848 -6.92782 -4.71935
H 1.36355 -6.67252 -1.64667
H 0.29785 -6.11986 -2.94667
H 0.03776 -3.27204 -2.89192
H 1.04434 -3.01466 1.10981
H 3.14688 -4.05481 -1.82389
Br -3.35172 -1.01279 -6.13194
C -2.50297 -0.75896 -4.45594
C -3.17866 -1.05152 -3.28246
C -2.49908 -0.84647 -2.08858
N -1.25860 -0.40424 -2.02387
C -0.61930 -0.11231 -3.14772
C -1.20585 -0.28365 -4.40356
C 0.74931 0.42473 -3.04349
C 1.13236 1.48526 -3.86199
C 2.40539 1.99853 -3.69702
Br 2.92342 3.52393 -4.68841
C 3.28597 1.40096 -2.81469
C 2.79338 0.35419 -2.04645
N 1.56186 -0.10810 -2.13923
H -4.19023 -1.42602 -3.29741
H -2.98033 -1.06428 -1.14401
H -0.66103 -0.06007 -5.30794
H 0.43207 1.93722 -4.54632
H 4.29490 1.75629 -2.69257
H 3.42453 -0.12202 -1.31239
C -2.39618 -3.05842 1.87560
C -2.19953 -1.62712 1.41278
O -1.09383 -1.32144 0.95161
C -3.29201 -0.69706 1.53165
C -4.56313 -1.09012 1.99860
C -5.59959 -0.20430 2.11043
C -5.39597 1.14401 1.78239
C -4.17858 1.57652 1.34838
C -3.07691 0.68468 1.17538
O -1.97484 1.12735 0.73803
H -1.49467 -3.62366 1.65062
H -3.24609 -3.52676 1.38730
H -2.55378 -3.07748 2.95033
H -4.72988 -2.12141 2.26538
H -6.57214 -0.53100 2.44582
H -6.21427 1.84352 1.87673
H -3.99300 2.60962 1.08908
C 0.88500 2.01833 6.40921
N 0.26323 0.72637 6.17175
C -0.47127 0.36702 5.08245
S -0.31814 -1.18493 4.50828
N -1.35371 1.19825 4.50566
C -1.78661 2.49785 4.96180
H 1.75006 1.85688 7.04770
H 0.20806 2.70458 6.92096
H 1.24095 2.46958 5.48048
H 0.81487 -0.06026 6.49154
H -1.75308 0.85502 3.64109
H -1.11068 3.29437 4.63686
H -1.84955 2.51336 6.04880
H -2.77713 2.69659 4.55594
O 2.83219 2.16255 -0.02403
C 1.82402 2.70363 -0.48266
N 0.61027 2.18064 -0.47867
S -0.49403 3.11494 -1.19994
O -1.10441 2.39265 -2.29538
O -1.38887 3.76021 -0.28722
C 0.68329 4.35739 -1.77978
C 0.56062 5.50613 -2.52821
C 1.67510 6.33082 -2.65037
C 2.88099 6.00017 -2.04578
C 3.00396 4.82424 -1.32089
C 1.88862 4.01722 -1.19121
H -0.37730 5.75827 -2.99981
H 1.58686 7.24598 -3.21821
H 3.73104 6.66053 -2.14256
H 3.92125 4.52939 -0.83494
```

Energy above the lowest of the compared OMol25 structures with the same formula, charge and spin   300.4 kJ/mol
Total charge   0
Frontier orbital gap   7.468 eV

Löwdin atomic charge list, values in e, 99 entries: 1.299, -0.068, -0.105, -0.135, -0.017, -0.214, 0.139, -0.199, -0.025, -0.054, -0.029, -0.161, 0.011, -0.289, 0.109, 0.110, -0.275, 0.139, -0.133, -0.013, -0.062, -0.034, -0.187, -0.080, -0.154, -0.130, 0.090, -0.223, 0.112, 0.038, 0.134, 0.131, 0.129, 0.115, 0.122, 0.111, 0.118, 0.128, 0.115, 0.107, 0.113, 0.137, 0.132, 0.136, 0.103, 0.117, 0.761, -0.661, -0.075, -0.085, 0.014, -0.245, -0.045, -0.251, -0.061, -0.634, 0.830, -0.075, -0.117, 0.127, 0.106, 0.116, 0.114, 0.117, 0.098, 0.093, -0.004, -0.398, -0.179, -0.118, -0.042, -0.105, -0.085, -0.005, -0.375, -0.247, 0.071, 0.083, 0.080, 0.103, 0.094, 0.102, 0.116, -0.090, -0.058, -0.915, 0.616, -0.039, -0.071, 0.085, 0.069, 0.073, 0.091, 0.102, 0.082, 0.082, 0.089, 0.031, -0.526


Total energy
In order: -5818.10175 -9639.19468
Unit: a.u.